(1)
An isolated molecule of C18H18N4O3S3 at a distorted geometry, computed with ωB97M-V/def2-TZVPD.

Last column: Mulliken charge in e.
CARTESIAN COORDINATES (ANGSTROEM)
C  3.759  2.433  0.606  -0.592
C  4.780  1.319  0.491  -0.467
S  4.579  0.399  -1.077  -0.142
C  3.414  -0.766  -0.596  0.446
N  3.046  -1.003  0.618  -0.259
N  2.157  -1.972  0.732  -0.342
C  1.808  -2.507  -0.384  0.232
N  0.836  -3.464  -0.527  0.013
C  -0.337  -3.551  0.193  -0.130
O  -1.057  -4.514  0.086  -0.631
C  -0.625  -2.366  1.047  0.118
C  -1.043  -2.522  2.364  -0.506
C  -1.258  -1.412  3.167  -1.027
C  -1.045  -0.138  2.666  -0.214
C  -0.664  0.005  1.346  -0.184
S  -0.300  1.610  0.650  1.393
O  0.005  2.542  1.692  -0.795
O  0.687  1.424  -0.382  -0.617
N  -1.778  2.080  -0.031  0.161
C  -1.741  3.468  -0.453  -1.000
C  -2.233  1.116  -0.967  -0.494
C  -1.866  1.129  -2.307  0.047
C  -2.296  0.118  -3.149  -0.737
C  -3.089  -0.909  -2.665  -0.566
C  -3.464  -0.918  -1.332  -0.604
C  -3.041  0.091  -0.485  0.049
C  -0.474  -1.085  0.528  0.323
S  2.639  -1.808  -1.786  -0.238
H  3.857  2.920  1.573  0.319
H  2.748  2.042  0.518  -0.043
H  3.912  3.173  -0.177  0.302
H  4.676  0.586  1.288  0.309
H  5.799  1.705  0.463  0.415
H  0.983  -4.187  -1.221  0.260
H  -1.179  -3.519  2.754  0.516
H  -1.571  -1.544  4.191  0.419
H  -1.158  0.745  3.275  0.547
H  -2.729  3.753  -0.812  0.358
H  -0.995  3.658  -1.231  0.411
H  -1.482  4.054  0.427  0.314
H  -1.230  1.913  -2.685  0.317
H  -2.002  0.130  -4.188  0.399
H  -3.415  -1.698  -3.324  0.422
H  -4.086  -1.713  -0.948  0.399
H  -3.334  0.098  0.553  0.523
H  -0.194  -0.915  -0.501  0.575

Values from the calculation:
- LUMO energy: 0.179 eV
- Max |F|: 1.846 eV Å⁻¹
- Energy relative to the best compared isomer or geometry (same formula, charge and spin): 2.583 eV
- Total energy: -2336.005649 Eh
- Structure (SMILES): CCSc1nnc(NC(=O)c2cccc(S(=O)(=O)N(C)c3ccccc3)c2)s1
- Charge: 0
- Kohn-Sham gap: 0.31398 Ha

(2)
C18H18O16Pd3 as an isolated structure at a distorted geometry, computed with ωB97M-V/def2-TZVPD.

Last column: Mulliken charge in e.
CARTESIAN COORDINATES (ANGSTROEM)
Pd  30.587  26.046  10.449  0.877
Pd  32.998  24.811  7.029  0.920
Pd  35.454  32.519  7.949  0.596
C  32.517  29.881  9.094  0.143
C  32.565  28.399  8.971  -0.404
C  33.500  27.833  7.797  0.801
O  33.529  26.650  7.707  -0.903
C  34.235  28.755  6.939  -0.465
C  34.100  30.072  7.085  0.801
C  33.220  30.659  8.220  0.101
O  33.221  31.865  8.492  -0.641
O  34.762  30.807  6.333  -0.748
O  31.798  27.607  9.660  -0.638
H  32.005  30.206  9.988  0.971
H  34.898  28.312  6.210  0.478
C  30.182  31.110  4.475  -0.381
C  30.379  30.646  5.950  0.304
O  30.988  29.428  5.786  -0.193
C  31.012  29.044  4.535  0.535
O  31.710  28.059  4.122  -0.586
O  30.390  29.946  3.735  -0.325
H  31.036  31.722  4.185  0.320
H  29.288  31.684  4.234  0.401
H  29.433  30.469  6.461  0.102
H  30.925  31.279  6.650  -0.172
C  32.765  31.797  12.048  -0.121
C  33.286  32.579  13.237  -0.391
O  32.179  33.309  13.644  -0.324
C  31.230  33.300  12.750  0.592
O  30.149  33.895  12.728  -0.581
O  31.439  32.322  11.930  -0.108
H  32.907  30.719  12.112  0.432
H  33.430  31.992  11.206  0.074
H  34.120  33.263  13.083  0.270
H  33.346  31.960  14.132  0.273
C  29.621  33.882  8.602  0.693
C  30.666  34.151  7.488  0.071
O  30.379  35.547  7.066  -0.277
C  29.397  36.046  7.802  0.637
O  28.826  37.144  7.561  -0.003
O  29.055  35.134  8.855  -0.297
H  30.051  33.499  9.527  -0.209
H  28.831  33.179  8.337  0.035
H  30.298  33.565  6.645  0.137
H  31.726  34.015  7.704  0.217
C  27.404  30.088  9.601  -0.430
C  28.777  30.606  9.557  1.226
O  29.458  29.799  10.452  -0.213
C  28.742  28.758  10.807  0.605
O  29.268  27.780  11.288  -0.635
O  27.422  28.949  10.480  -0.320
H  27.136  29.800  8.585  0.303
H  26.769  30.847  10.058  0.352
H  28.823  31.667  9.799  -0.282
H  29.238  30.513  8.573  -0.618

Values from the calculation:
- LUMO energy (spin up / spin down): -8.895 / -13.992 eV
- Max |F|: 6.828 eV Å⁻¹
- Total energy: -2282.688485 Eh
- Spin multiplicity: 8
- Charge: +3
- Kohn-Sham gap (spin up / spin down): 0.23576 / 0.11739 Ha

(3)
C18H19BN4OPtS2Te as an isolated structure, computed with ωB97M-V/def2-TZVPD.

Last column: Mulliken charge in e.
CARTESIAN COORDINATES (ANGSTROEM)
Pt  -0.556  0.587  -0.943  0.543
S  1.720  0.753  -1.202  -0.365
C  2.120  2.256  -0.389  0.084
C  3.468  2.619  -0.266  -0.486
C  3.858  3.777  0.383  -0.528
C  2.887  4.611  0.937  -0.497
C  1.552  4.269  0.824  -0.578
C  1.140  3.104  0.163  0.405
S  -0.570  2.744  0.062  -0.514
H  4.213  1.959  -0.696  0.334
H  4.911  4.027  0.462  0.310
H  3.174  5.519  1.458  0.311
H  0.788  4.899  1.265  0.358
Te  -0.662  -1.129  1.240  -0.211
C  0.223  0.268  2.578  -0.020
C  1.555  0.650  2.426  -0.327
C  2.122  1.602  3.261  -0.361
C  1.371  2.175  4.280  -0.539
C  0.047  1.792  4.447  -0.417
C  -0.523  0.848  3.600  -0.493
H  2.135  0.231  1.612  0.435
H  3.145  1.917  3.089  0.331
H  1.809  2.930  4.923  0.344
H  -0.554  2.246  5.228  0.327
H  -1.566  0.581  3.718  0.332
B  -5.171  -0.452  -1.783  0.038
C  -3.677  0.004  -1.501  0.154
N  -2.565  0.264  -1.351  -0.405
H  -5.218  -1.660  -1.568  -0.161
H  -5.420  -0.230  -2.956  -0.158
H  -5.943  0.129  -1.051  -0.159
C  1.526  -3.875  -0.828  -0.921
N  0.301  -3.662  -1.582  0.166
C  -0.910  -3.841  -1.012  -0.249
C  -2.045  -3.534  -1.676  -0.497
C  -1.885  -2.918  -2.954  0.736
N  -0.718  -2.726  -3.528  -0.653
C  0.423  -3.153  -2.903  0.430
O  1.519  -3.180  -3.435  -0.695
N  -2.992  -2.544  -3.659  -0.508
H  1.332  -4.600  -0.038  0.323
H  1.850  -2.933  -0.382  0.220
H  2.292  -4.243  -1.504  0.335
H  -0.912  -4.252  -0.012  0.417
H  -3.018  -3.661  -1.226  0.309
H  -3.803  -2.277  -3.114  0.200
H  -2.773  -1.891  -4.397  0.296

Values from the calculation:
- LUMO energy (spin up / spin down): 4.419 / 4.268 eV
- Max |F|: 0.464 eV Å⁻¹
- Energy relative to the best compared isomer or geometry (same formula, charge and spin): 0.000 eV
- Total energy: -2200.270265 Eh
- Spin multiplicity: 3
- Charge: -2
- Kohn-Sham gap (spin up / spin down): 0.17334 / 0.20849 Ha

(4)
C18H19CdIN2S as an isolated structure at a distorted geometry, computed with ωB97M-V/def2-TZVPD.

Last column: Mulliken charge in e.
CARTESIAN COORDINATES (ANGSTROEM)
C  0.773  0.784  4.005  -0.600
C  0.647  -0.677  4.009  -0.613
H  1.752  1.187  3.790  0.330
H  0.178  1.232  4.802  0.270
H  0.207  1.086  3.112  0.025
H  0.509  -0.879  2.931  0.057
H  1.440  -1.274  4.409  0.333
H  -0.290  -0.921  4.425  0.193
C  -0.131  2.603  -2.433  0.114
C  0.113  3.477  -3.503  -0.791
C  0.048  2.895  -4.809  -0.244
C  -0.184  1.518  -5.018  -0.759
H  -0.065  2.880  -1.382  0.427
H  0.321  4.561  -3.330  0.347
H  0.177  3.540  -5.694  0.381
H  -0.199  0.983  -6.015  0.228
N  -0.451  1.318  -2.642  -0.080
C  -0.412  0.748  -3.864  0.441
C  -0.566  -0.708  -3.849  0.551
N  -0.676  -1.270  -2.632  0.046
C  -0.612  -2.568  -2.356  0.046
C  -0.603  -2.923  -4.711  -0.281
C  -0.617  -3.492  -3.408  -0.803
H  -0.551  -2.822  -1.296  0.384
H  -0.626  -4.580  -3.210  0.366
C  -0.550  -1.531  -4.980  -0.670
H  -0.483  -1.024  -5.960  0.307
H  -0.635  -3.582  -5.584  0.385
Cd  -0.446  0.061  -0.790  0.814
I  2.176  -0.134  -0.427  -0.560
S  -2.600  0.037  0.196  -0.606
C  -2.921  0.398  1.794  0.771
C  -3.154  -0.671  2.691  -0.756
C  -3.421  -0.371  4.015  -0.229
C  -3.507  0.950  4.484  -0.591
C  -3.321  1.979  3.550  -0.237
C  -3.051  1.740  2.214  -0.761
H  -3.194  -1.687  2.299  0.340
H  -3.483  -1.176  4.727  0.369
H  -3.534  1.156  5.558  0.360
H  -3.313  2.995  3.907  0.335
H  -3.024  2.535  1.470  0.357

Values from the calculation:
- LUMO energy: -1.020 eV
- Max |F|: 3.213 eV Å⁻¹
- Energy relative to the best compared isomer or geometry (same formula, charge and spin): 0.000 eV
- Total energy: -1670.459583 Eh
- Charge: 0
- Kohn-Sham gap: 0.23502 Ha

(5)
C18H19ClN2O3 as an isolated structure at a distorted geometry, computed with ωB97M-V/def2-TZVPD.

Last column: Mulliken charge in e.
CARTESIAN COORDINATES (ANGSTROEM)
O  -1.892  -2.095  -1.475  -0.615
C  -1.021  -1.990  -0.636  0.825
N  -1.192  -0.993  0.349  0.335
C  -2.382  -0.226  0.423  -0.313
C  -3.165  -0.321  1.466  -0.082
C  -4.326  0.622  1.781  -1.097
C  -4.708  1.400  0.833  -0.243
C  -3.884  1.532  -0.613  -0.388
C  -2.820  0.693  -0.691  0.456
Cl  -1.755  0.703  -2.026  -0.186
H  -4.166  2.361  -1.297  0.377
H  -5.575  2.282  0.639  0.152
H  -4.824  0.549  2.530  0.733
H  -2.894  -0.700  2.478  0.270
H  -0.836  -1.186  1.110  0.197
C  -0.004  -2.896  -0.427  -0.999
C  1.051  -2.891  0.690  -0.913
N  1.699  -1.524  0.727  0.361
C  1.594  -0.348  1.475  -0.804
O  0.590  -0.449  2.496  -0.753
C  2.399  0.668  1.160  1.106
H  2.871  1.036  2.312  0.527
C  3.304  0.284  0.143  0.118
C  2.732  -1.168  -0.039  -0.255
O  3.189  -1.827  -1.278  -0.687
H  4.465  0.151  0.276  0.309
C  2.991  0.971  -1.053  -0.543
H  3.286  0.938  -2.066  0.421
C  1.420  1.403  -0.688  -1.875
H  1.143  2.195  -1.360  0.481
H  0.870  0.676  -0.953  0.710
C  1.677  1.861  0.520  0.573
H  0.851  2.209  1.227  0.398
C  2.718  2.879  0.453  -0.978
H  3.282  3.110  1.389  0.443
H  2.282  4.142  0.254  0.237
C  3.645  2.509  -0.863  -0.854
H  4.663  2.416  -0.142  0.192
H  3.550  3.225  -1.525  0.661
H  0.377  -2.692  1.689  0.412
H  1.842  -3.603  0.726  0.432
H  0.491  -2.620  -1.235  0.463
H  -0.388  -3.938  -0.567  0.393

Values from the calculation:
- LUMO energy: -0.324 eV
- Max |F|: 16.574 eV Å⁻¹
- Energy relative to the best compared isomer or geometry (same formula, charge and spin): 15.368 eV
- Total energy: -1492.246535 Eh
- Charge: 0
- Kohn-Sham gap: 0.31884 Ha

(6)
C18H19ClOPRh as an isolated structure at a distorted geometry, computed with ωB97M-V/def2-TZVPD.

Last column: Mulliken charge in e.
CARTESIAN COORDINATES (ANGSTROEM)
Rh  -0.007  -1.607  2.089  -0.384
Cl  0.626  0.070  4.052  -0.451
P  -0.046  -0.231  0.586  1.580
C  -1.457  -0.855  -0.425  0.208
C  -1.255  -1.629  -1.551  -0.296
C  -2.357  -2.162  -2.204  -0.687
C  -3.640  -1.994  -1.658  -0.448
C  -3.843  -1.175  -0.510  -0.702
C  -2.723  -0.594  0.117  -0.298
C  -0.438  1.615  0.386  0.424
C  0.381  2.436  1.195  -0.202
C  0.433  3.849  1.052  -0.415
C  -0.403  4.556  0.154  -0.556
C  -1.296  3.772  -0.596  -0.449
C  -1.310  2.371  -0.458  0.181
C  1.621  -0.324  -0.251  0.673
C  2.708  -0.952  0.393  -0.372
C  3.956  -1.040  -0.244  -0.721
C  4.104  -0.635  -1.567  -0.455
C  3.034  0.000  -2.202  -0.732
C  1.795  0.150  -1.567  -0.360
H  1.092  1.984  1.906  0.313
H  1.190  4.357  1.690  0.421
H  -0.406  5.641  -0.014  0.436
H  -2.129  4.192  -1.167  0.421
H  -2.007  1.820  -1.085  0.389
H  -0.230  -1.907  -1.763  0.427
H  -2.165  -2.770  -3.085  0.439
H  -4.490  -2.557  -2.078  0.414
H  -4.833  -0.968  -0.082  0.437
H  -2.826  -0.028  1.055  0.418
H  2.595  -1.406  1.389  0.265
H  4.780  -1.506  0.288  0.415
H  5.034  -0.787  -2.099  0.435
H  3.189  0.372  -3.215  0.395
H  0.955  0.614  -2.104  0.388
H  -0.198  -2.822  0.735  0.199
H  0.510  -2.566  0.835  0.025
O  0.210  -2.711  3.772  -0.638
H  -0.774  -2.595  3.921  0.426
H  0.620  -1.978  4.312  0.437

Values from the calculation:
- LUMO energy (spin up / spin down): -6.883 / -11.022 eV
- Max |F|: 7.909 eV Å⁻¹
- Total energy: -1683.782248 Eh
- Spin multiplicity: 5
- Charge: +2
- Kohn-Sham gap (spin up / spin down): 0.27241 / 0.16866 Ha